C6H14NO | ωB97M-V with the def2-TZVPD basis set

ORCA input file:
```
! RIJCOSX wB97M-V def2-TZVPD def2/J DEFGRID3
* xyz -1 1
C 1.42 -1.49 -0.88
C 1.83 -0.09 -1.14
C 1.85 0.64 0.23
C 0.53 0.87 1.00
N -0.67 1.02 0.16
C -1.92 0.70 0.87
C -2.73 -0.18 -0.01
O -3.91 -0.64 0.57
H 1.48 -2.00 -1.90
H 0.38 -1.54 -0.60
H 1.96 -2.27 -0.20
H 0.99 0.31 -1.69
H 2.71 0.00 -1.74
H 2.55 -0.01 0.76
H 2.26 1.58 -0.08
H 0.34 -0.03 1.57
H 0.66 1.80 1.62
H -0.63 0.24 -0.44
H -2.43 1.67 1.22
H -1.88 -0.01 1.77
H -1.84 -1.01 -0.12
H -2.95 0.43 -0.95
*
```

For the LUMO energy, the calculation gives 3.50 eV. The energy relative to the best compared isomer or geometry (same formula, charge and spin) is 218.7 kJ/mol. As for the SMILES: CCCCNCC[O-]. For the HOMO energy, the calculation gives -2.47 eV. The value obtained for the HOMO-LUMO gap is 0.2191 hartree. As for the total energy: -366.91836 Ha.